Entry 1:
Entry from the OMol25 dataset: a molecular structure, C22H37BrLaO3SSi in a non-equilibrium geometry (ωB97M-V/def2-TZVPD).

Results
Kohn-Sham gap   0.1783 Ha
Total charge   -1

Structure (XYZ):
```
66
C22H37BrLaO3SSi (ωB97M-V/def2-TZVPD)
La 0.706 -0.322 0.449
Br 2.878 -1.828 -0.496
S 1.154 2.063 1.827
Si 0.321 1.056 3.409
O 0.990 1.188 4.892
O 0.463 -0.572 2.893
O -1.277 1.409 3.573
C -1.450 -0.900 -1.127
C 0.707 -0.701 -4.285
C -3.494 1.189 4.336
C -1.817 -1.671 0.020
C -2.084 1.569 4.785
C 1.266 -2.820 2.414
C -1.931 0.557 0.603
C 1.986 1.776 6.925
C 1.975 -0.659 -3.634
C 1.665 3.571 5.188
C 0.960 -1.881 3.577
C -1.633 0.643 5.915
C 0.254 0.643 -4.448
C -1.522 0.482 -0.765
C -0.211 -2.367 4.394
C 2.016 2.110 5.438
C 2.300 0.707 -3.379
C 1.238 1.513 -3.883
C -1.988 3.002 5.277
C 3.357 1.823 4.774
C -2.117 -0.773 1.083
C 2.160 -1.582 4.461
H 0.008 -3.339 4.848
H 1.493 3.752 4.120
H -2.353 3.697 4.513
H 2.048 -2.413 1.733
H -1.611 -0.399 5.569
H -0.658 0.938 6.339
H -0.414 -1.664 5.205
H -2.376 0.699 6.728
H 1.880 -0.942 5.306
H 0.203 -1.594 -4.649
H 2.712 2.399 7.463
H 1.656 -3.775 2.786
H 2.241 0.715 7.084
H 3.699 0.809 5.015
H -2.587 3.127 6.190
H 0.788 3.864 5.775
H -1.095 -2.471 3.760
H -1.297 1.324 -1.417
H 3.281 1.926 3.683
H -1.970 -2.751 0.053
H 2.567 -2.510 4.899
H 2.977 -1.097 3.915
H 3.220 1.066 -2.924
H 1.193 2.602 -3.878
H -1.159 -1.288 -2.107
H 0.351 -3.037 1.834
H -4.176 1.236 5.194
H 2.583 -1.519 -3.372
H -2.125 1.467 1.177
H -0.672 0.951 -4.932
H -0.953 3.260 5.526
H 2.511 4.199 5.517
H -3.849 1.868 3.547
H 0.985 1.977 7.344
H -3.503 0.163 3.938
H -2.547 -1.035 2.059
H 4.087 2.554 5.157
```


Entry 2:
Entry from the OMol25 dataset: 9 unconnected molecules or ions with the total composition C47H102F12N5O6P2 in a non-equilibrium geometry (ωB97M-V/def2-TZVPD).

Results
Kohn-Sham gap   0.3100 Ha
Total charge   +1

Structure (XYZ):
```
174
C47H102F12N5O6P2 (ωB97M-V/def2-TZVPD)
P -5.440 0.003 2.439
P -0.528 3.129 1.238
F -6.137 -0.760 1.186
F -6.000 1.395 1.937
F -4.072 0.243 1.457
F -0.703 1.800 0.202
F -0.434 4.534 2.087
F -4.808 -1.411 2.891
F -0.977 2.250 2.525
F -6.728 -0.220 3.420
F -4.641 0.747 3.641
F -0.101 3.986 -0.039
F 1.045 2.779 1.432
F -2.085 3.483 0.971
O -1.302 -3.690 -1.680
O -2.888 -2.192 -1.446
O 5.547 -3.295 -0.820
O 4.574 -2.897 1.165
O 3.967 -1.740 -0.581
O -1.357 -2.009 -3.082
N 1.732 -4.852 -3.212
N -4.338 4.187 3.821
N 5.142 0.693 -3.246
N -3.779 1.224 -2.582
N 0.270 -1.498 1.753
C 4.729 2.393 1.061
C -5.983 4.366 2.094
C -1.579 -1.840 3.182
C -1.499 1.821 -3.330
C -5.574 3.651 4.459
C 2.546 -5.527 -0.897
C 0.766 -0.999 0.483
C 1.909 -3.348 -3.023
C -4.657 2.443 -0.755
C -2.744 3.163 5.687
C -2.095 0.804 5.335
C 4.299 -0.591 -3.397
C -4.199 3.447 -1.765
C -0.951 -3.250 2.939
C -1.046 -0.954 2.092
C -6.675 3.920 3.380
C -1.805 -2.676 -2.135
C 1.415 0.065 3.358
C -0.110 -3.084 1.619
C 6.604 0.604 -3.698
C 5.217 1.567 -5.417
C -1.623 2.143 5.794
C 2.542 0.235 4.340
C 2.692 -5.610 1.662
C 2.720 -5.371 -5.330
C 2.898 -5.484 -3.848
C 2.536 1.667 4.828
C 1.175 -5.613 -5.485
C 5.110 1.006 -1.737
C 4.683 1.831 -4.087
C 4.669 -2.618 -0.048
C 0.912 2.110 -3.983
C -3.992 0.147 -3.576
C -4.064 5.622 4.086
C 2.119 -6.309 0.396
C -4.711 1.050 -1.383
C 0.552 -4.949 -4.211
C 3.772 1.431 0.392
C 3.773 1.302 -1.135
C 6.609 1.048 -5.145
C -4.165 2.612 -3.014
C -2.343 1.240 -2.208
C -4.512 3.916 2.346
C -3.034 3.368 4.222
C 1.373 -5.458 -1.908
C 1.326 -1.373 2.874
C -0.062 1.920 -2.807
H -2.468 4.156 6.083
H -6.033 5.465 2.090
H -7.289 3.039 3.197
H 4.465 -1.289 -2.552
H 5.776 1.852 -1.548
H -3.139 2.434 3.715
H -3.675 2.951 6.230
H 7.400 1.816 -5.234
H -0.350 -3.644 3.752
H -0.639 -3.240 0.641
H 5.486 0.123 -1.194
H 0.162 1.055 -2.190
H 0.901 -2.944 -2.902
H -1.286 0.077 5.383
H 2.925 -4.517 -0.602
H 0.082 -3.963 -4.321
H 0.511 -4.913 -1.445
H 1.554 0.783 2.545
H -4.772 4.366 -1.830
H -1.212 -1.492 4.139
H -3.145 5.879 3.513
H 0.953 -6.666 -5.449
H -2.927 0.463 5.972
H 0.734 -5.099 -6.364
H 3.031 -4.448 -5.770
H 2.471 2.286 3.965
H 3.460 1.878 5.444
H 2.727 1.716 0.660
H 0.040 2.693 -2.010
H -0.267 -5.581 -3.799
H -1.306 2.080 6.857
H 1.882 2.502 -3.714
H 6.961 0.305 -5.855
H -2.149 1.884 -1.324
H -5.647 2.710 -0.386
H -2.250 3.876 3.720
H 1.110 -6.491 -2.241
H 1.016 -6.374 0.453
H -3.733 4.528 1.871
H -3.213 3.786 -1.451
H 3.369 2.215 -1.540
H 3.438 0.071 3.774
H 3.258 -6.140 -5.798
H 1.704 -1.500 0.219
H -7.354 4.647 3.772
H 0.021 -1.091 -0.311
H -5.389 2.581 4.616
H 3.793 -4.999 -3.448
H -4.874 6.274 3.715
H -5.182 2.540 -3.416
H 3.279 -0.263 -3.372
H 4.605 2.335 2.150
H -1.694 2.899 -3.530
H -4.091 2.454 0.151
H 1.066 -2.049 3.669
H -1.657 -4.035 2.719
H -1.621 -0.992 1.162
H 5.131 2.497 -5.933
H 1.671 1.775 5.487
H -1.988 0.245 -1.985
H -3.655 -0.807 -3.093
H -5.054 0.214 -3.883
H -0.936 0.078 2.432
H 2.726 -4.533 1.530
H 2.539 -7.294 0.273
H -0.761 2.463 5.167
H -3.312 0.256 -4.431
H -5.649 0.733 -1.801
H 2.539 -0.463 5.177
H -5.816 4.111 5.409
H 1.054 1.200 -4.522
H 3.410 -6.046 -1.326
H 2.118 -5.889 2.539
H 3.603 1.968 -4.065
H 3.728 -5.923 1.898
H -3.475 2.993 -3.740
H 7.168 1.228 -2.971
H 2.484 -3.169 -2.113
H 3.840 0.444 0.816
H 5.757 2.177 0.824
H 4.680 0.866 -6.080
H 2.442 -3.005 -3.920
H -3.150 -2.830 -0.768
H 0.827 -3.617 1.545
H 0.491 0.348 3.883
H 4.534 3.484 0.857
H 6.045 -3.711 -0.081
H -2.385 0.781 4.263
H -4.313 0.316 -0.728
H -6.429 3.944 1.226
H 2.918 -6.561 -3.588
H 0.462 2.703 -4.738
H 6.893 -0.416 -3.744
H -3.942 5.757 5.178
H -2.658 -1.816 3.113
H 4.583 -0.997 -4.350
H 5.129 2.728 -3.655
H -1.480 1.284 -4.276
H 3.082 0.474 -1.339
H 2.337 -1.633 2.457
H 0.874 0.081 0.492
H -4.359 2.846 2.193
```


Entry 3:
Entry from the OMol25 dataset: a gas-phase ion, C5H12NS (charge -1) in a non-equilibrium geometry (ωB97M-V/def2-TZVPD).

Results
ΔE to the lowest compared entry with this formula, charge and spin   66.7 kJ/mol
Kohn-Sham gap   0.2084 Ha
Total charge   -1

Structure (XYZ):
```
19
C5H12NS (ωB97M-V/def2-TZVPD)
S 4.230 -0.879 0.668
N 0.306 -0.440 -0.346
C 2.424 -1.064 0.629
C -0.792 0.043 -1.098
C -2.080 0.206 -0.277
C 1.748 -0.136 -0.348
C -1.886 1.185 0.881
H 1.905 0.926 -0.146
H -1.058 -0.570 -1.985
H -1.597 2.181 0.541
H 2.114 -0.811 1.640
H -2.798 0.657 -0.977
H -0.534 1.049 -1.437
H 0.149 -1.282 0.186
H -2.546 -0.704 0.112
H 2.208 -2.086 0.327
H 2.072 -0.305 -1.384
H -1.080 0.825 1.516
H -2.784 1.204 1.497
```


Entry 4:
Entry from the OMol25 dataset: a molecular structure, C34H33AuBrN2O2P in a non-equilibrium geometry (ωB97M-V/def2-TZVPD).

Results
Multiplicity   3
Kohn-Sham gap (alpha / beta)   0.3046 / 0.2055 Ha
Total charge   +2
Expectation value of S²   2.044

Structure (XYZ):
```
74
C34H33AuBrN2O2P (ωB97M-V/def2-TZVPD)
Au 1.721 -0.020 0.465
Br 1.148 -2.956 -0.713
P 2.213 -0.197 2.719
O -0.842 2.184 -1.731
O 0.213 1.432 0.088
N 3.263 -1.164 -0.528
N -2.822 0.937 -2.712
C -5.267 3.144 -6.470
C 5.008 -2.569 -2.148
C 1.814 -3.989 4.178
C 1.727 1.203 3.752
C -3.480 -1.166 -1.736
C 2.180 -2.886 3.429
C -5.269 1.122 -2.684
C -1.647 0.126 -0.725
C 2.890 -2.318 -1.085
C -1.641 -0.810 0.302
C 6.767 -0.780 -1.878
C 4.017 -0.301 2.998
C 3.727 -3.052 -1.911
C -2.653 -0.030 -1.745
C 0.408 3.198 4.073
C -0.714 1.309 -0.833
C 0.245 -2.652 5.409
C 0.932 3.343 5.346
C -3.421 -2.094 -0.709
C 1.856 2.429 5.824
C -4.007 1.915 -4.621
C 2.209 1.331 5.051
C 4.518 -0.707 -0.765
C -2.485 -1.922 0.304
C 0.852 -3.887 5.186
C -6.452 1.561 -3.251
C -4.030 1.293 -3.335
C -6.432 2.219 -4.478
C -2.695 2.030 -5.334
C 0.580 -1.548 4.626
C 0.809 2.139 3.269
C 5.416 -1.358 -1.590
C 1.599 -1.634 3.663
C -5.235 2.401 -5.172
H 0.453 2.047 2.234
H -7.351 2.603 -4.942
H -2.424 -2.652 1.121
H 4.198 -0.512 4.057
H -4.948 2.512 -7.326
H 0.568 -4.763 5.775
H -0.318 3.920 3.675
H -2.342 3.075 -5.365
H 2.919 -2.979 2.616
H 4.502 0.663 2.771
H 0.036 -0.623 4.766
H -5.249 0.646 -1.695
H -2.061 1.656 -2.625
H 2.889 0.562 5.458
H -2.735 1.669 -6.384
H -6.284 3.497 -6.694
H 7.318 -0.580 -0.948
H 4.720 0.257 -0.294
H 4.488 -1.087 2.394
H -0.469 -2.534 6.233
H -4.172 -1.294 -2.578
H -4.575 4.015 -6.486
H 2.293 2.539 6.823
H 3.344 -3.990 -2.331
H 5.702 -3.139 -2.787
H -4.129 -2.936 -0.664
H -1.912 1.458 -4.790
H 7.368 -1.453 -2.530
H -7.414 1.396 -2.742
H 6.656 0.194 -2.388
H -0.991 -0.658 1.177
H 2.286 -4.958 3.951
H 0.608 4.177 5.986
```